The following is a quantum chemistry calculation of a cluster of 2 separate species, C3H10N2 in total at a distorted geometry, from the Open Molecules 2025 dataset.

Each line ends with the natural charge from an NBO analysis.
Positions of all 15 atoms, in Å:
C: -1.55583 0.57532 -0.52213  -0.61
C: -1.87212 -0.88740 -0.19309  -0.60
H: -2.05762 1.25861 0.14000  0.20
H: -2.03361 0.77339 -1.48858  0.20
H: -0.51171 0.86337 -0.59999  0.20
H: -2.95495 -1.00962 -0.18221  0.20
H: -1.51254 -1.50141 -1.01874  0.20
H: -1.41351 -1.22360 0.73285  0.21
N: 2.19012 0.99049 0.18308  -0.83
C: 2.15675 -0.37825 0.29547  0.29
N: 1.48353 -1.08252 1.10382  -0.70
H: 2.70880 1.45167 -0.53947  0.40
H: 1.44992 1.49991 0.63721  0.38
H: 2.93432 -0.83904 -0.31890  0.16
H: 0.98845 -0.49090 1.77068  0.32

Computed properties:
**HOMO level**: -9.4048 eV
**F_max**: 1.08 eV/A
**LUMO**: 0.971 eV
**2S+1**: 1
**Total energy**: -229.79279 hartree


The following is a quantum chemistry calculation of the molecule C3H10N2 at a distorted geometry, from the Open Molecules 2025 dataset.

Each line ends with the natural charge from an NBO analysis.
Positions of all 15 atoms, in Å:
C: 1.28500 1.13135 0.05678  -0.63
C: 0.49498 0.38898 1.11359  -0.22
N: -0.87181 0.06163 0.73047  -0.63
C: -1.11807 -0.27087 -0.63982  -0.05
N: -0.29350 -1.42614 -1.14464  -0.85
H: 1.59131 0.51925 -0.78716  0.22
H: 0.75533 2.01157 -0.29445  0.20
H: 2.19121 1.55453 0.49434  0.21
H: 0.48367 0.98893 2.02997  0.19
H: 1.09390 -0.47340 1.44424  0.17
H: -1.27125 -0.60959 1.36768  0.36
H: -2.18600 -0.49773 -0.72990  0.17
H: -0.91546 0.59058 -1.27777  0.18
H: -0.43533 -2.14384 -0.43318  0.34
H: -0.80399 -1.82526 -1.93015  0.35

Computed properties:
**HOMO level**: -8.7616 eV
**F_max**: 1.02 eV/A
**LUMO**: 1.094 eV
**2S+1**: 1
**Total energy**: -229.79059 hartree


The following is a quantum chemistry calculation of a cluster of 2 separate species, C3H10N2 in total at a distorted geometry, from the Open Molecules 2025 dataset.

Each line ends with the natural charge from an NBO analysis.
Positions of all 15 atoms, in Å:
C: -2.08108 -0.21220 -0.75840  -0.06
N: -3.20019 0.41492 -0.88774  -0.59
H: -1.48789 -0.14336 -1.68548  0.15
H: -1.58836 -0.81099 0.01735  0.17
H: -3.86909 -0.04511 -0.22745  0.33
C: 1.42854 -0.72043 -0.53297  -0.43
N: 1.04397 0.18385 0.62431  -0.64
C: 2.22548 0.42016 1.41548  -0.42
H: 0.54226 -1.32750 -0.70130  0.20
H: 2.31649 -1.26978 -0.19178  0.20
H: 1.78287 -0.16832 -1.44744  0.18
H: 0.65469 1.04365 0.24416  0.35
H: 2.08028 1.01251 2.34431  0.20
H: 2.48119 -0.56564 1.88052  0.19
H: 3.07634 0.86807 0.87299  0.17

Computed properties:
**HOMO level**: -9.1401 eV
**F_max**: 2.93 eV/A
**LUMO**: 0.992 eV
**2S+1**: 1
**Total energy**: -229.72854 hartree


The following is a quantum chemistry calculation of a cluster of 2 separate species, C3H10N2 in total at a distorted geometry, from the Open Molecules 2025 dataset.

Each line ends with the natural charge from an NBO analysis.
Positions of all 15 atoms, in Å:
C: -1.38096 1.38415 -3.08337  -0.41
N: -1.84012 0.91771 -1.86795  -0.83
H: -2.10772 1.95239 -3.75115  0.15
H: -0.85169 0.60742 -3.77872  0.18
H: -0.57768 2.18453 -2.95283  0.18
H: -2.18812 1.73863 -1.38575  0.36
H: -2.62937 0.17812 -2.09903  0.35
C: 0.70416 -0.04243 2.71336  -0.54
C: 0.99611 -1.20494 2.12718  0.03
N: 1.91673 -1.41351 1.03460  -0.83
H: 0.54663 -0.06581 3.84631  0.22
H: 0.74368 0.83314 2.07146  0.21
H: 0.37535 -2.01948 2.25240  0.17
H: 1.54667 -1.92348 0.27106  0.37
H: 2.69016 -0.83554 0.81671  0.38

Computed properties:
**HOMO level**: -7.9789 eV
**F_max**: 5.70 eV/A
**LUMO**: 0.988 eV
**2S+1**: 1
**Total energy**: -229.70678 hartree


The following is a quantum chemistry calculation of a cluster of 2 separate species, C3H10N2 in total at a distorted geometry, from the Open Molecules 2025 dataset.

Each line ends with the natural charge from an NBO analysis.
Positions of all 15 atoms, in Å:
C: 5.50911 -1.88108 -0.64533  -0.09
N: 5.47723 -1.51005 0.58820  -0.58
H: 4.59741 -1.77269 -1.20699  0.18
H: 6.42111 -2.47201 -0.82674  0.16
H: 6.39044 -1.73464 0.96607  0.32
C: -3.18944 2.17059 0.13515  -0.40
N: -2.88312 0.85244 0.64886  -0.65
C: -2.59349 -0.31291 -0.16758  -0.40
H: -3.00249 2.28247 -0.92360  0.18
H: -2.64697 2.85604 0.80301  0.19
H: -4.23663 2.44839 0.24780  0.17
H: -2.27115 0.92493 1.45500  0.35
H: -1.55441 -0.27502 -0.56041  0.16
H: -2.65383 -1.21459 0.43942  0.20
H: -3.36377 -0.36186 -0.95286  0.19

Computed properties:
**HOMO level**: -8.1326 eV
**F_max**: 3.22 eV/A
**LUMO**: 1.116 eV
**2S+1**: 1
**Total energy**: -229.73155 hartree


The following is a quantum chemistry calculation of a cluster of 2 separate species, C3H10N2 in total at a distorted geometry, from the Open Molecules 2025 dataset.

Each line ends with the natural charge from an NBO analysis.
Positions of all 15 atoms, in Å:
C: -4.14880 1.13552 0.85262  -0.39
C: -2.87134 0.87705 1.05454  -0.38
H: -4.94526 0.74846 1.46707  0.19
H: -4.48532 1.65652 -0.03325  0.20
H: -2.38662 0.13901 1.68898  0.19
H: -2.05876 1.41448 0.56753  0.19
N: 3.51194 -0.97701 -0.33762  -0.85
C: 2.41251 -0.65852 -1.21669  -0.06
N: 1.09487 -0.28700 -0.67418  -0.85
H: 4.02617 -0.19683 0.04237  0.36
H: 3.25740 -1.60207 0.41621  0.35
H: 2.74234 0.20495 -1.79222  0.18
H: 2.19623 -1.55816 -1.74620  0.17
H: 0.48844 -1.08018 -0.51083  0.35
H: 1.16619 0.18378 0.22170  0.35

Computed properties:
**HOMO level**: -8.9561 eV
**F_max**: 1.45 eV/A
**LUMO**: 1.044 eV
**2S+1**: 1
**Total energy**: -229.75030 hartree


The following is a quantum chemistry calculation of the molecule C3H10N2O, from the Open Molecules 2025 dataset.

Each line ends with the natural charge from an NBO analysis.
Positions of all 16 atoms, in Å:
C: 1.14398 0.99259 0.60616  -0.09
C: 0.95390 0.04541 -0.58513  -0.25
C: -1.94559 -0.64113 -0.44495  -0.43
N: 0.37577 -1.24308 -0.24899  -0.48
N: -0.89956 -1.09006 0.46277  -0.49
O: 1.26016 2.30916 0.10842  -0.73
H: 1.39641 2.91253 0.84619  0.47
H: 0.99042 -1.70864 0.41723  0.34
H: -1.12983 -2.03587 0.76522  0.35
H: 0.26477 0.90160 1.26097  0.18
H: 2.03935 0.71090 1.18121  0.15
H: 1.90888 -0.15018 -1.07498  0.20
H: 0.30573 0.54147 -1.30728  0.20
H: -1.80871 0.41886 -0.65188  0.19
H: -2.90204 -0.77284 0.05748  0.20
H: -1.95359 -1.19076 -1.39247  0.18

Computed properties:
**HOMO level**: -7.9890 eV
**F_max**: 0.53 eV/A
**LUMO**: 1.030 eV
**2S+1**: 1
**Total energy**: -304.98997 hartree


The following is a quantum chemistry calculation of the molecule C3H10N2O at a distorted geometry, from the Open Molecules 2025 dataset.

Each line ends with the natural charge from an NBO analysis.
Positions of all 16 atoms, in Å:
C: -0.66887 -0.90420 0.35047  -0.23
N: 0.55230 -0.59141 1.10052  -0.67
C: 1.70444 -0.13412 0.30352  0.10
O: 2.52906 0.78473 0.94597  -0.71
C: -1.49218 0.15311 -0.33530  -0.23
N: -0.78595 0.81188 -1.43176  -0.85
H: -1.30675 -1.36274 1.11447  0.20
H: -0.45523 -1.69903 -0.38066  0.18
H: 0.26465 -0.11199 1.93205  0.37
H: 2.35134 -0.98845 0.11000  0.15
H: 1.26916 0.25050 -0.61456  0.16
H: 2.03937 1.58079 1.17476  0.47
H: -2.39904 -0.35884 -0.68868  0.17
H: -1.81051 0.90512 0.39242  0.18
H: -1.38529 1.47965 -1.86341  0.36
H: -0.40651 0.18501 -2.10981  0.36

Computed properties:
**HOMO level**: -8.3458 eV
**F_max**: 1.28 eV/A
**LUMO**: 0.988 eV
**2S+1**: 1
**Total energy**: -305.01682 hartree


The following is a quantum chemistry calculation of a cluster of 2 separate species, C3H10N2O in total at a distorted geometry, from the Open Molecules 2025 dataset.

Each line ends with the natural charge from an NBO analysis.
Positions of all 16 atoms, in Å:
C: -2.47477 0.08369 -0.19344  -0.53
C: 1.28662 -0.10887 -0.40651  -0.20
C: 0.61001 0.90860 0.51130  -0.61
N: -1.62937 -0.82368 0.57344  0.12
N: 2.34520 -0.94607 0.14107  -0.84
O: -1.00753 -1.65816 -0.07256  -0.29
H: -2.62708 0.89657 0.43171  0.23
H: -2.23420 0.17177 -1.20215  0.22
H: -3.56334 -0.24600 -0.15726  0.24
H: -0.02524 0.38742 1.12363  0.20
H: 1.64482 0.35362 -1.23677  0.17
H: 0.45655 -0.73419 -0.93695  0.16
H: 1.25901 1.39802 1.06834  0.21
H: 0.07070 1.52052 -0.03751  0.20
H: 2.71500 -1.68880 -0.44446  0.37
H: 1.92594 -1.28675 0.96654  0.35

Computed properties:
**HOMO level**: -8.7169 eV
**F_max**: 5.29 eV/A
**LUMO**: -0.075 eV
**2S+1**: 1
**Total energy**: -304.89394 hartree


The following is a quantum chemistry calculation of the molecule C3H10N2O at a distorted geometry, from the Open Molecules 2025 dataset.

Each line ends with the natural charge from an NBO analysis.
Positions of all 16 atoms, in Å:
C: 0.53917 -1.11845 -0.53361  -0.25
C: 0.62057 0.15437 0.29421  0.08
C: -0.75319 0.64410 0.85913  -0.25
H: -0.72778 -1.74176 -2.03286  0.37
H: 0.12416 -0.39899 -2.41114  0.36
H: 0.06948 -1.89929 0.06429  0.18
H: 1.59758 -1.41396 -0.79500  0.18
H: 1.01429 0.99404 -0.35861  0.16
H: 1.27173 -0.75585 1.83860  0.45
H: -1.27868 -0.21439 1.35023  0.18
H: -0.54387 1.35561 1.65823  0.20
H: -1.73583 0.68405 -0.90654  0.38
H: -1.12379 2.12282 -0.45978  0.34
N: -0.35827 -0.87983 -1.65756  -0.85
N: -1.64559 1.30062 -0.12487  -0.83
O: 1.61505 0.03025 1.35141  -0.71

Computed properties:
**HOMO level**: -8.8081 eV
**F_max**: 1.99 eV/A
**LUMO**: 0.928 eV
**2S+1**: 1
**Total energy**: -305.03420 hartree


The following is a quantum chemistry calculation of a cluster of 2 separate species, C3H10N2O in total at a distorted geometry, from the Open Molecules 2025 dataset.

Each line ends with the natural charge from an NBO analysis.
Positions of all 16 atoms, in Å:
C: 0.20548 0.06643 -2.35853  0.02
C: -0.89749 -0.61613 -2.08100  -0.54
N: 0.80338 1.08236 -1.61661  -0.82
H: 0.82558 -0.15534 -3.21410  0.18
H: -1.09435 -1.48156 -2.67872  0.21
H: -1.54055 -0.40181 -1.24143  0.19
H: 0.40025 0.22742 3.71646  0.47
H: 1.45622 1.61970 -2.15511  0.39
H: 0.21884 1.50413 -0.91764  0.37
N: -0.77579 0.30144 1.76073  -0.85
C: 0.39672 -0.54749 1.98139  0.08
O: 1.09312 -0.12910 3.14431  -0.72
H: -1.54014 -0.29592 1.46192  0.36
H: -0.67221 0.89590 0.94546  0.35
H: 0.01247 -1.56893 2.07987  0.14
H: 1.10848 -0.50113 1.17298  0.17

Computed properties:
**HOMO level**: -8.5532 eV
**F_max**: 1.09 eV/A
**LUMO**: 0.927 eV
**2S+1**: 1
**Total energy**: -305.01058 hartree


The following is a quantum chemistry calculation of the molecule C3H10N2O at a distorted geometry, from the Open Molecules 2025 dataset.

Each line ends with the natural charge from an NBO analysis.
Positions of all 16 atoms, in Å:
N: -1.09620 -1.38342 0.32521  -0.83
C: -0.30389 -0.14732 0.36821  -0.08
C: -0.98946 0.92586 -0.43664  -0.07
O: -2.29097 1.19453 0.08181  -0.72
C: 1.13521 -0.37870 -0.14942  -0.23
N: 1.94112 0.85814 0.01426  -0.82
H: -0.61875 -2.03534 0.93811  0.36
H: -1.04624 -1.77896 -0.60489  0.35
H: -0.03451 0.11447 1.38835  0.18
H: -0.96107 0.56567 -1.46375  0.15
H: -0.54946 1.91586 -0.40890  0.21
H: -2.78784 0.36815 0.05342  0.47
H: 1.11616 -0.54644 -1.22850  0.18
H: 1.51019 -1.25633 0.38457  0.16
H: 2.86475 0.52423 -0.25792  0.35
H: 2.11098 1.05960 0.99607  0.35

Computed properties:
**HOMO level**: -9.6574 eV
**F_max**: 1.92 eV/A
**LUMO**: 0.930 eV
**2S+1**: 1
**Total energy**: -305.03028 hartree


The following is a quantum chemistry calculation of a cluster of 2 separate species, C3H10N2O in total at a distorted geometry, from the Open Molecules 2025 dataset.

Each line ends with the natural charge from an NBO analysis.
Positions of all 16 atoms, in Å:
C: 4.09905 -0.12572 -1.14445  -0.07
O: 3.87188 0.20316 -2.51603  -0.71
C: 2.92198 -0.57327 -0.28581  -0.64
H: 4.70390 -1.02858 -1.26990  0.17
H: 4.74122 0.59088 -0.63100  0.16
H: 3.33930 -0.82658 0.68848  0.22
H: 2.16751 0.18678 -0.08130  0.20
H: 2.51285 -1.46184 -0.76109  0.21
N: -2.88380 0.44853 1.77131  -0.83
C: -4.04518 -0.23587 1.50175  0.29
N: -5.05897 0.18518 0.87214  -0.73
H: -2.59578 1.15002 1.11418  0.39
H: -2.21008 -0.13138 2.23629  0.39
H: -4.15957 -1.17941 2.03516  0.15
H: 3.13525 0.82441 -2.51007  0.46
H: -5.14217 1.19920 0.88547  0.34

Computed properties:
**HOMO level**: -9.1692 eV
**F_max**: 1.61 eV/A
**LUMO**: 0.567 eV
**2S+1**: 1
**Total energy**: -305.01014 hartree


The following is a quantum chemistry calculation of a cluster of 2 separate species, C3H10N2O in total at a distorted geometry, from the Open Molecules 2025 dataset.

Each line ends with the Löwdin spin population.
Positions of all 16 atoms, in Å:
C: -2.43350 -0.88371 -1.60502  0.03
C: 2.67595 0.63831 1.08606  0.00
C: -2.71114 -0.13240 0.80310  0.80
N: -1.72239 -0.51198 -0.31544  0.50
N: 3.63285 1.21059 0.13437  0.00
O: -0.57175 -0.87679 -0.00603  0.56
H: -2.42281 -0.02683 -2.30989  0.01
H: -1.95380 -1.73644 -2.01356  0.00
H: -3.31951 -1.28423 -1.24825  0.01
H: 1.71680 1.17214 0.94347  0.00
H: 2.40328 -0.44601 1.03355  0.00
H: 3.08148 0.85920 2.10196  0.00
H: -3.66394 0.27268 0.36701  0.05
H: -2.17382 0.13747 1.77225  0.04
H: 4.32860 0.46352 -0.00475  0.00
H: 3.13369 1.14448 -0.73885  0.00

Computed properties:
**HOMO level (spin up / spin down)**: -7.3018 / -9.5090 eV
**F_max**: 3.58 eV/A
**LUMO (spin up / spin down)**: 0.883 / -1.030 eV
**2S+1**: 3
**Total energy**: -304.83834 hartree


The following is a quantum chemistry calculation of a cluster of 2 separate species, C3H10N2O2 in total at a distorted geometry, from the Open Molecules 2025 dataset.

Each line ends with the natural charge from an NBO analysis.
Positions of all 17 atoms, in Å:
C: -1.21659 1.86450 -0.51473  -0.28
C: 1.10830 1.28018 -0.39412  0.40
O: 0.02005 1.93881 0.17697  -0.54
N: 1.17398 0.54217 -1.39436  -0.69
H: 0.29257 0.29594 -1.83691  0.35
H: 2.00180 1.52941 0.16831  0.17
H: -1.12245 2.24153 -1.53897  0.18
H: -1.57610 0.82976 -0.53339  0.20
H: -1.91503 2.48447 0.04308  0.20
C: 0.47128 -2.28816 0.24901  -0.44
N: -0.45939 -1.29940 0.76881  -0.36
O: 0.19926 -0.49855 1.75999  -0.62
H: 0.11265 0.44615 1.46703  0.48
H: -1.19710 -1.77766 1.28700  0.33
H: 0.91550 -2.91355 1.03085  0.18
H: -0.07536 -2.91080 -0.45847  0.20
H: 1.26661 -1.76481 -0.28010  0.22

Computed properties:
**HOMO level**: -9.2404 eV
**F_max**: 1.34 eV/A
**LUMO**: 0.953 eV
**2S+1**: 1
**Total energy**: -380.20364 hartree